ORCA calculation (the ωB97M-V functional and the def2-TZVPD basis) on a 12-piece molecular cluster, C37H97Cl3O38P8S3 overall at a distorted geometry.

HOMO, eV: -9.951
LUMO energy, eV: 0.07
F_max, eV Å⁻¹: 4.11
HOMO-LUMO gap, eV: 10.017
Net charge: 0
SMILES: COP(=O)(OC)OC.COP(=O)(OC)OC.COP(=O)(OC)OC.COP(=O)(OC)OC.COP(=O)(OC)OC.COP(=O)(OC)OC.COP(=O)(OC)OC.COP(=O)(OC)OC.O=S1(=O)CCCC1.O=S1(=O)CCCC1.O=S1(=O)CCCC1.ClC(Cl)Cl

Last columns: bonded neighbours and bond lengths (Å).
Atoms and positions in Å:
1 H 0.574 2.398 -0.696  C114 1.090
2 H 2.781 -4.486 2.437  C27 1.090
3 O 1.914 3.901 0.380  P131 1.614, C153 1.421
4 H 8.854 0.014 -2.360  C67 1.090
5 O -1.241 0.585 6.819  P115 1.503
6 O -6.325 3.430 2.443  P84 1.641, C137 1.425
7 H 1.483 0.298 5.639  C74 1.090
8 H 1.619 0.786 0.925  C17 1.090
9 H -7.750 4.883 2.077  C137 1.090
10 C 0.238 2.506 -6.023  O26 1.397, H40 1.090, H59 1.090, H122 1.090
11 H -6.771 0.366 4.369  C38 1.090
12 P -4.389 3.537 -1.942  O99 1.468, O136 1.646, O146 1.624, O183 1.656
13 H -3.024 -7.019 -6.605  C144 1.090
14 O -0.203 3.585 1.791  P131 1.615, C138 1.387
15 O 6.552 -0.649 3.678  S178 1.474
16 H -3.687 -2.185 -3.481  C41 1.090
17 C 1.608 0.020 0.148  H8 1.090, H50 1.090, S108 1.836, C159 1.525
18 H -0.757 6.968 0.629  C168 1.090
19 H -2.702 -2.851 8.628  C64 1.090
20 Cl 0.671 -3.602 3.025  C27 1.790
21 H -4.185 0.483 -6.335  C181 1.090
22 H -5.886 -3.591 -0.088  C89 1.090
23 H 2.004 -1.244 4.939  C74 1.090
24 H -4.687 -5.753 0.154  C127 1.090
25 O -1.727 -3.931 -3.418  P77 1.593, C182 1.405
26 O -0.222 1.596 -6.977  C10 1.397, P85 1.626
27 C 2.453 -3.725 3.146  H2 1.090, Cl20 1.790, Cl120 1.804, Cl134 1.752
28 O -1.195 -2.045 7.449  C64 1.425, P115 1.637
29 O -2.215 0.408 -5.932  P85 1.613, C181 1.427
30 H 6.136 2.709 4.718  C45 1.090
31 H -4.314 6.051 0.400  C139 1.090
32 H 8.392 -1.216 0.859  C160 1.090
33 H -1.844 -3.263 1.271  C130 1.090
34 H 3.038 1.449 2.452  C158 1.090
35 O -0.122 -1.947 -0.562  S108 1.441
36 H -4.321 -4.641 2.527  C57 1.090
37 O -3.842 -5.288 -2.963  P77 1.482
38 C -7.266 1.337 4.381  H11 1.090, H154 1.090, H170 1.090, O174 1.439
39 H -5.066 -2.084 -4.652  C41 1.090
40 H 0.068 2.285 -4.969  C10 1.090
41 C -4.003 -2.287 -4.520  H16 1.090, H39 1.090, H75 1.090, O141 1.421
42 H 2.214 -3.128 -0.410  C152 1.090
43 H 4.729 -0.042 1.703  C82 1.090
44 H 0.352 -0.872 -3.473  C53 1.090
45 C 5.688 1.715 4.728  H30 1.090, H63 1.090, C69 1.567, S178 1.845
46 O 0.140 -0.218 -5.289  C53 1.357, P85 1.600
47 H 7.624 -1.273 -2.603  C67 1.090
48 C 6.770 -5.027 1.268  H80 1.090, O103 1.366, H112 1.090, H113 1.090
49 H 5.516 1.266 1.128  C82 1.090
50 H 2.376 -0.681 0.472  C17 1.090
51 H 0.207 -4.196 -2.817  C182 1.090
52 H 3.154 2.400 -4.420  C96 1.090
53 C -0.253 -1.113 -4.347  H44 1.090, O46 1.357, H180 1.090, H184 1.090
54 C -2.708 3.934 -4.032  H93 1.090, O136 1.439, H148 1.090, H179 1.090
55 O 6.423 -3.288 -1.204  P126 1.475
56 H -2.442 0.545 4.435  C107 1.090
57 C -3.530 -4.689 1.778  H36 1.090, H62 1.090, C127 1.511, C130 1.559
58 H 4.805 -1.879 -3.703  C133 1.090
59 H 1.281 2.796 -6.149  C10 1.090
60 H 4.014 3.737 -4.677  C96 1.090
61 H 0.567 6.673 -0.379  C168 1.090
62 H -2.833 -5.496 2.001  C57 1.090
63 H 6.007 1.290 5.680  C45 1.090
64 C -2.044 -1.982 8.591  H19 1.090, O28 1.425, H105 1.090, H147 1.090
65 H -7.099 4.912 3.689  C137 1.090
66 O -4.840 1.400 2.750  P84 1.641, C165 1.387
67 C 7.794 -0.235 -2.315  H4 1.090, H47 1.090, O70 1.446, H88 1.090
68 C -0.771 0.683 -0.875  S108 1.868, C114 1.535, H155 1.090, H162 1.090
69 C 4.179 1.685 4.308  C45 1.567, H121 1.090, H125 1.090, C158 1.559
70 O 7.005 0.636 -3.158  C67 1.446, P104 1.651
71 H -0.300 3.320 3.870  C138 1.090
72 H 3.609 3.109 -2.913  C96 1.090
73 O 6.545 -1.819 0.869  P126 1.639, C160 1.440
74 C 1.344 -0.782 5.673  H7 1.090, H23 1.090, O83 1.403, H171 1.090
75 H -3.527 -1.593 -5.212  C41 1.090
76 H -4.546 -3.282 -1.048  C89 1.090
77 P -2.977 -4.713 -4.021  O25 1.593, O37 1.482, O92 1.603, O141 1.650
78 H -4.012 -0.106 4.440  C107 1.090
79 H -3.225 0.526 -7.786  C181 1.090
80 H 7.609 -4.862 0.593  C48 1.090
81 H -4.148 0.213 -1.979  C185 1.090
82 C 5.129 0.900 2.079  H43 1.090, H49 1.090, C158 1.585, S178 1.888
83 O 0.037 -1.159 5.328  C74 1.403, P115 1.644
84 P -5.277 2.779 3.526  O6 1.641, O66 1.641, O166 1.508, O174 1.610
85 P -0.761 0.118 -6.567  O26 1.626, O29 1.613, O46 1.600, O128 1.492
86 H 0.263 1.998 -2.324  C114 1.090
87 H 4.789 -0.495 -4.753  C133 1.090
88 H 7.548 -0.207 -1.253  C67 1.090
89 C -4.798 -3.592 -0.034  H22 1.090, H76 1.090, C127 1.545, S172 1.869
90 H 3.087 -2.641 -1.695  C152 1.090
91 H 1.762 0.004 -2.064  C159 1.090
92 O -2.377 -5.729 -5.105  P77 1.603, C144 1.390
93 H -2.793 3.482 -5.020  C54 1.090
94 H -4.820 0.973 0.811  C165 1.090
95 H -3.286 0.712 1.579  C165 1.090
96 C 3.962 2.944 -3.931  H52 1.090, H60 1.090, H72 1.090, O151 1.433
97 O 4.599 -0.169 -2.660  P104 1.629, C133 1.462
98 H 0.008 1.893 2.999  C138 1.090
99 O -5.826 3.433 -1.665  P12 1.468
100 H -2.467 -3.034 2.789  C130 1.090
101 O -5.135 -1.816 1.939  S172 1.435
102 H 3.230 -1.089 -3.964  C133 1.090
103 O 5.677 -4.237 1.050  C48 1.366, P126 1.586
104 P 5.508 1.181 -2.723  O70 1.651, O97 1.629, O151 1.607, O177 1.482
105 H -1.400 -1.848 9.460  C64 1.090
106 H 3.432 4.817 -0.649  C153 1.090
107 C -2.967 -0.409 4.389  H56 1.090, H78 1.090, O135 1.435, H186 1.090
108 S -0.079 -0.705 0.167  C17 1.836, O35 1.441, C68 1.868, O156 1.490
109 H 7.769 -2.124 2.368  C160 1.090
110 O 7.689 1.519 2.896  S178 1.462
111 H -1.595 2.718 3.075  C138 1.090
112 H 7.186 -4.827 2.256  C48 1.090
113 H 6.531 -6.080 1.115  C48 1.090
114 C 0.414 1.538 -1.347  H1 1.090, C68 1.535, H86 1.090, C159 1.590
115 P -1.218 -0.840 6.342  O5 1.503, O28 1.637, O83 1.644, O135 1.645
116 H -4.823 4.397 0.671  C139 1.090
117 H -3.232 4.836 1.050  C139 1.090
118 H -3.433 1.971 -6.744  C181 1.090
119 H 3.784 4.722 1.062  C153 1.090
120 Cl 3.220 -2.137 2.767  C27 1.804
121 H 3.817 0.688 4.560  C69 1.090
122 H -0.358 3.415 -6.107  C10 1.090
123 H -0.581 5.322 0.070  C168 1.090
124 H -1.028 -4.102 -1.572  C182 1.090
125 H 3.591 2.415 4.864  C69 1.090
126 P 5.733 -2.994 0.066  O55 1.475, O73 1.639, O103 1.586, O157 1.648
127 C -4.064 -4.887 0.379  H24 1.090, C57 1.511, C89 1.545, H163 1.090
128 O -0.791 -0.876 -7.679  P85 1.492
129 O 2.028 4.227 3.021  P131 1.480
130 C -2.802 -3.311 1.789  H33 1.090, C57 1.559, H100 1.090, S172 1.865
131 P 1.231 4.328 1.779  O3 1.614, O14 1.615, O129 1.480, O143 1.635
132 H -4.734 1.203 -3.224  C185 1.090
133 C 4.304 -0.926 -3.876  H58 1.090, H87 1.090, O97 1.462, H102 1.090
134 Cl 2.992 -4.262 4.723  C27 1.752
135 O -2.577 -1.228 5.502  C107 1.435, P115 1.645
136 O -4.052 3.838 -3.525  P12 1.646, C54 1.439
137 C -6.831 4.746 2.646  O6 1.425, H9 1.090, H65 1.090, H176 1.090
138 C -0.523 2.841 2.917  O14 1.387, H71 1.090, H98 1.090, H111 1.090
139 C -4.003 5.011 0.300  H31 1.090, H116 1.090, H117 1.090, O183 1.453
140 H 8.326 -2.983 0.834  C160 1.090
141 O -3.729 -3.602 -4.982  C41 1.421, P77 1.650
142 H -0.803 -5.609 -2.665  C182 1.090
143 O 0.813 5.885 1.513  P131 1.635, C168 1.420
144 C -3.096 -6.839 -5.533  H13 1.090, O92 1.390, H167 1.090, H173 1.090
145 H 4.193 2.814 2.390  C158 1.090
146 O -3.623 2.133 -1.658  P12 1.624, C185 1.398
147 H -2.748 -1.152 8.541  C64 1.090
148 H -2.032 3.411 -3.356  C54 1.090
149 H 2.639 1.321 -1.218  C159 1.090
150 O -3.495 -1.179 0.120  S172 1.506
151 O 5.044 2.008 -4.020  C96 1.433, P104 1.607
152 C 3.247 -3.172 -0.757  H42 1.090, H90 1.090, O157 1.394, H161 1.090
153 C 3.296 4.200 0.239  O3 1.421, H106 1.090, H119 1.090, H175 1.090
154 H -7.515 1.416 3.323  C38 1.090
155 H -1.439 1.168 -0.164  C68 1.090
156 O -0.655 -0.658 1.540  S108 1.490
157 O 4.175 -2.463 0.004  P126 1.648, C152 1.394
158 C 4.021 1.804 2.762  H34 1.090, C69 1.559, C82 1.585, H145 1.090
159 C 1.751 0.688 -1.215  C17 1.525, H91 1.090, C114 1.590, H149 1.090
160 C 7.897 -2.088 1.286  H32 1.090, O73 1.440, H109 1.090, H140 1.090
161 H 3.575 -4.196 -0.939  C152 1.090
162 H -1.387 0.186 -1.625  C68 1.090
163 H -3.171 -5.046 -0.226  C127 1.090
164 H -2.959 0.900 -3.114  C185 1.090
165 C -4.139 1.390 1.553  O66 1.387, H94 1.090, H95 1.090, H169 1.090
166 O -4.183 3.725 3.951  P84 1.508
167 H -4.166 -6.648 -5.448  C144 1.090
168 C -0.021 6.195 0.405  H18 1.090, H61 1.090, H123 1.090, O143 1.420
169 H -3.966 2.427 1.263  C165 1.090
170 H -8.152 1.510 4.992  C38 1.090
171 H 1.565 -1.136 6.680  C74 1.090
172 S -4.104 -2.217 1.025  C89 1.869, O101 1.435, C130 1.865, O150 1.506
173 H -2.784 -7.710 -4.957  C144 1.090
174 O -6.282 2.337 4.704  C38 1.439, P84 1.610
175 H 3.932 3.322 0.126  C153 1.090
176 H -6.028 5.432 2.374  C137 1.090
177 O 5.522 1.926 -1.442  P104 1.482
178 S 6.510 0.790 3.361  O15 1.474, C45 1.845, C82 1.888, O110 1.462
179 H -2.318 4.919 -4.286  C54 1.090
180 H 0.006 -2.139 -4.608  C53 1.090
181 C -3.269 0.893 -6.761  H21 1.090, O29 1.427, H79 1.090, H118 1.090
182 C -0.797 -4.525 -2.549  O25 1.405, H51 1.090, H124 1.090, H142 1.090
183 O -3.595 4.691 -1.058  P12 1.656, C139 1.453
184 H -1.285 -0.941 -4.041  C53 1.090
185 C -3.877 1.095 -2.559  H81 1.090, H132 1.090, O146 1.398, H164 1.090
186 H -2.921 -0.881 3.408  C107 1.090